{
  "formula": "C2H7NO3",
  "method": "ωB97M-V with the def2-TZVPD basis set",
  "relative_energy_kcal_mol": 124.7,
  "lumo_ev": 0.514,
  "species": ["C", "O", "N", "O", "H", "H", "H", "H", "H", "C", "O", "H", "H"],
  "positions_angstrom": [[0.419, -1.794, -1.317], [0.342, -1.784, 0.101], [0.338, -0.452, 0.632], [1.393, 0.278, 0.084], [0.163, -2.810, -1.626], [1.424, -1.534, -1.673], [-0.290, -1.068, -1.749], [0.527, -0.583, 1.644], [0.968, 1.051, -0.380], [-1.309, 2.133, 1.101], [-0.763, 1.921, 0.049], [-0.853, 2.781, 1.861], [-2.360, 1.862, 1.274]],
  "lowdin_charge": [-0.1127, -0.1923, -0.1110, -0.0834, 0.0860, 0.0764, 0.0877, 0.1350, 0.0898, -0.1125, -0.0340, 0.0851, 0.0860]
}


{
  "formula": "CN4S",
  "method": "ωB97M-V with the def2-TZVPD basis set",
  "total_charge": -2,
  "lumo_ev": [6.339, 6.304],
  "spin_multiplicity": 3,
  "s_squared": 2.014,
  "species": ["C", "N", "N", "N", "N", "S"],
  "positions_angstrom": [[-0.844, -0.006, -0.026], [-0.094, 1.113, -0.008], [1.139, 0.980, 0.020], [-0.085, -1.117, -0.012], [1.147, -0.970, 0.025], [-2.571, 0.000, 0.012]],
  "lowdin_charge": [-1.1405, -0.3017, -0.1779, -0.3000, -0.1791, 0.0992]
}


{
  "formula": "C44H52BrFN6O7Sb2Ti",
  "method": "ωB97M-V with the def2-TZVPD basis set",
  "total_charge": 2,
  "relative_energy_kcal_mol": 53.9,
  "lumo_ev": -4.555,
  "species": ["Ti", "O", "C", "C", "C", "C", "C", "C", "C", "O", "N", "N", "C", "C", "Br", "C", "C", "C", "C", "C", "C", "C", "H", "H", "H", "H", "H", "H", "H", "H", "H", "H", "H", "H", "H", "H", "C", "Sb", "C", "C", "C", "C", "C", "C", "C", "C", "C", "Sb", "C", "C", "H", "H", "H", "H", "H", "H", "H", "H", "H", "H", "H", "H", "H", "H", "H", "H", "H", "H", "H", "H", "C", "C", "N", "C", "C", "C", "O", "O", "C", "O", "C", "C", "C", "F", "C", "C", "C", "N", "C", "C", "N", "C", "C", "H", "H", "H", "H", "H", "H", "H", "H", "H", "H", "H", "H", "H", "H", "H", "H", "H", "H", "O", "N", "O"],
  "positions_angstrom": [[-17.446, 15.925, 2.295], [-16.361, 13.088, 5.139], [-17.333, 12.178, 4.877], [-17.101, 10.847, 5.152], [-18.167, 9.905, 5.097], [-19.474, 10.268, 4.747], [-19.603, 11.600, 4.349], [-18.551, 12.504, 4.359], [-18.700, 13.896, 3.714], [-17.505, 14.168, 3.056], [-18.855, 14.856, 4.796], [-18.245, 16.113, 4.401], [-17.849, 16.917, 5.266], [-17.065, 18.122, 5.057], [-15.442, 17.531, 4.149], [-17.240, 19.386, 5.460], [-18.336, 19.771, 6.328], [-19.534, 19.108, 6.274], [-20.592, 19.604, 7.033], [-20.479, 20.615, 7.928], [-19.233, 21.208, 8.087], [-18.200, 20.793, 7.280], [-16.306, 13.915, 4.656], [-16.200, 10.445, 5.491], [-17.988, 8.815, 5.176], [-20.290, 9.549, 4.652], [-20.479, 12.034, 3.990], [-19.525, 14.011, 3.037], [-18.364, 14.559, 5.672], [-18.005, 16.609, 6.304], [-16.414, 20.061, 5.370], [-19.797, 18.406, 5.448], [-21.514, 19.010, 6.873], [-21.391, 20.967, 8.392], [-19.074, 22.078, 8.693], [-17.235, 21.325, 7.382], [-16.371, 5.880, 3.647], [-16.020, 6.642, 1.655], [-15.673, 4.717, 0.703], [-13.901, 6.940, 1.777], [-13.439, 8.180, 2.514], [-12.842, 8.094, 3.814], [-12.475, 9.181, 4.595], [-12.681, 10.449, 4.085], [-13.137, 10.601, 2.759], [-13.510, 9.503, 1.976], [-14.012, 9.725, 0.640], [-15.685, 10.960, 0.339], [-16.029, 11.216, -1.685], [-15.366, 12.941, 1.088], [-15.537, 5.249, 3.994], [-17.320, 5.389, 3.521], [-16.504, 6.804, 4.308], [-16.255, 3.957, 1.180], [-14.687, 4.430, 0.808], [-15.997, 4.733, -0.326], [-13.567, 7.032, 0.756], [-13.509, 5.923, 2.146], [-12.845, 7.101, 4.313], [-11.886, 9.059, 5.499], [-12.520, 11.342, 4.678], [-13.195, 11.546, 2.230], [-14.155, 8.766, 0.078], [-13.290, 10.240, -0.011], [-16.740, 12.034, -1.790], [-16.597, 10.382, -2.083], [-15.129, 11.396, -2.336], [-14.741, 13.526, 0.419], [-14.969, 12.913, 2.058], [-16.353, 13.405, 1.123], [-22.127, 18.309, -3.175], [-20.646, 18.459, -3.478], [-19.802, 18.300, -2.281], [-19.672, 17.077, -1.767], [-19.156, 16.819, -0.525], [-19.159, 15.354, -0.139], [-19.751, 14.593, -0.886], [-18.639, 15.074, 0.970], [-18.794, 17.860, 0.350], [-18.349, 17.722, 1.538], [-18.980, 19.191, -0.208], [-18.778, 20.289, 0.635], [-19.196, 21.539, 0.237], [-19.367, 22.568, 1.147], [-19.651, 21.805, -1.056], [-19.688, 20.704, -1.925], [-19.479, 19.397, -1.504], [-20.116, 23.142, -1.450], [-21.476, 23.407, -0.935], [-21.885, 24.742, -1.482], [-20.919, 25.280, -2.572], [-19.565, 25.438, -1.944], [-19.265, 24.241, -1.026], [-22.541, 17.856, -4.091], [-22.697, 19.249, -3.035], [-22.289, 17.681, -2.331], [-20.452, 19.363, -4.008], [-20.385, 17.573, -4.133], [-20.067, 16.189, -2.343], [-18.261, 20.170, 1.552], [-20.031, 20.946, -2.907], [-21.654, 23.319, 0.108], [-22.146, 22.690, -1.227], [-21.895, 25.530, -0.741], [-22.844, 24.700, -1.998], [-21.263, 26.154, -2.923], [-20.839, 24.545, -3.308], [-19.582, 26.298, -1.334], [-18.831, 25.547, -2.724], [-19.434, 24.509, 0.033], [-18.185, 23.957, -1.248], [-18.464, 11.438, 1.008], [-17.902, 10.462, 0.787], [-16.056, 16.035, 1.444]],
  "lowdin_charge": [0.9329, 0.0604, -0.2919, 0.0112, -0.0653, -0.0662, -0.0318, -0.1249, -0.3791, -0.3062, 0.0604, -0.0344, -0.2489, -0.5531, 0.8580, -0.0627, -0.2381, -0.0468, -0.0892, -0.0762, -0.0615, -0.0314, 0.0848, 0.0948, 0.1011, 0.1095, 0.0984, 0.1361, 0.1442, 0.1578, 0.1122, 0.1299, 0.1222, 0.1143, 0.1081, 0.1276, -0.3407, 1.2771, -0.3084, -0.3888, -0.2421, -0.0349, -0.0822, -0.0686, -0.0489, -0.3197, -0.3356, 1.6023, -0.2800, -0.2143, 0.0173, -0.0199, 0.0060, -0.0008, -0.0288, -0.0041, 0.0390, 0.0935, 0.1213, 0.1132, 0.1070, 0.0929, 0.0640, 0.0875, 0.0189, 0.0162, 0.0538, 0.0393, -0.0090, -0.0125, -0.0552, -0.1711, -0.0199, 0.0427, -0.0094, -0.5793, 0.0605, -0.0834, -0.2476, -0.0726, -0.0322, 0.1055, -0.1573, 0.0490, -0.1321, 0.0823, -0.1139, -0.0874, -0.1375, -0.0476, 0.0800, -0.0847, -0.1443, 0.0921, 0.0826, 0.0719, 0.0979, 0.1474, 0.1791, 0.1318, 0.1112, 0.1306, 0.1033, 0.1378, 0.1397, 0.1721, 0.1968, 0.1214, 0.1328, 0.1326, 0.1686, 0.0075, -0.0551, -0.4128]
}


{
  "formula": "CH2O3S2",
  "method": "ωB97M-V with the def2-TZVPD basis set",
  "relative_energy_kcal_mol": 3.8,
  "lumo_ev": 0.009,
  "species": ["C", "O", "O", "O", "S", "S", "H", "H"],
  "positions_angstrom": [[-0.141, 0.061, 0.799], [0.440, -0.385, -2.631], [0.375, 1.605, -1.216], [-0.705, -0.606, -0.044], [0.281, -0.518, 2.308], [-0.353, 0.580, -1.943], [0.172, 1.044, 0.722], [-0.070, -1.782, 2.005]],
  "lowdin_charge": [-0.7479, -0.4095, -0.4578, -0.1382, 0.9275, 0.8683, 0.0316, -0.0740]
}


no.,largest force on an atom (hartree/bohr)
1,0.027
2,0.060
3,0.060
4,0.048